The following is a quantum chemistry calculation of 3 unconnected molecules or ions with the total composition C3H13NO2, from the OMol25 dataset.

```
19
Properties=species:S:1:pos:R:3:mulliken_charge:R:1
C 1.477 1.756 -0.225 -1.376
C 0.538 0.560 0.110 1.178
C 1.297 -0.827 0.035 -1.343
N -0.098 0.651 1.364 -0.672
H 0.870 2.587 -0.478 0.389
H 2.168 2.046 0.648 0.306
H 2.043 1.291 -1.064 0.338
H -0.285 0.658 -0.689 -0.437
H 1.965 -0.766 0.863 0.440
H 0.553 -1.608 0.319 0.265
H 1.732 -0.991 -0.981 0.368
H -1.045 0.169 1.494 0.240
H -0.193 1.600 1.642 0.236
O -2.492 -1.110 0.862 -0.639
H -2.473 -1.948 0.298 0.329
H -3.142 -1.369 1.643 0.296
O -1.300 -1.112 -2.121 -0.647
H -1.229 -0.175 -1.769 0.420
H -0.386 -1.411 -1.951 0.310
```

Summary:
Lowest unoccupied orbital energy   0.0230 hartree
E_tot   -8906.110 eV
SMILES   CC(C)N.O.O
Charge   0
Gap between HOMO and LUMO   0.3445 Ha


The following is a quantum chemistry calculation of 3 unconnected molecules or ions with the total composition C3H13NO2S, from the OMol25 dataset.

```
20
Properties=species:S:1:pos:R:3:mulliken_spin:R:1
C -1.207 -1.131 -0.649 0.185
C 0.052 -1.342 -1.503 -0.059
C 0.938 -0.104 -1.366 0.246
S 2.644 -0.376 -1.981 0.061
N -0.903 -1.287 0.776 0.271
H -1.945 -1.895 -0.906 -0.015
H -1.664 -0.180 -0.957 0.029
H 0.553 -2.232 -1.145 -0.016
H -0.275 -1.412 -2.545 0.008
H 1.027 0.213 -0.336 -0.005
H 0.565 0.686 -2.011 -0.078
H 3.035 -1.244 -1.046 -0.007
H -1.696 -1.738 1.217 -0.140
H -0.839 -0.385 1.244 -0.063
H -1.490 1.163 3.174 -0.442
H -0.382 2.125 2.731 -0.064
O -1.309 1.876 2.529 0.782
H 1.071 3.118 1.252 -0.263
H 0.482 1.857 0.698 -0.018
O 1.342 2.289 0.824 0.588
```

Summary:
Lowest unoccupied orbital energy (spin up / spin down)   0.1098 / 0.1072 hartree
E_tot   -19741.210 eV
⟨S²⟩   0.7505
Charge   -1
Gap between HOMO and LUMO (spin up / spin down)   0.0882 / 0.3310 Ha
2S+1   2


The following is a quantum chemistry calculation of 4 unconnected molecules or ions with the total composition C3H13NO2S2, from the OMol25 dataset.

```
21
Properties=species:S:1:pos:R:3:mulliken_charge:R:1
S 1.409 2.505 -0.791 -0.586
S -2.086 -1.939 0.758 -0.148
C -0.848 -1.644 -0.470 -0.524
C 0.485 -1.027 0.055 0.702
C 0.266 -0.435 1.495 -0.330
N 1.390 0.497 1.729 -0.199
H 2.386 3.199 -1.364 0.123
H -0.721 -2.665 -0.799 0.359
H -1.397 -1.011 -1.188 0.287
H 1.401 -1.635 0.006 0.354
H 0.727 -0.042 -0.467 -0.592
H -0.668 0.062 1.467 0.177
H 0.257 -1.178 2.403 0.232
H 2.251 0.121 2.187 0.265
H 1.552 1.169 1.038 0.025
H 0.838 0.798 -2.199 0.226
H 0.642 0.298 -3.791 0.285
O 0.376 0.061 -2.835 -0.606
H -2.627 0.174 0.940 0.239
H -3.144 1.571 0.635 0.317
O -2.490 1.120 1.192 -0.605
```

Summary:
Lowest unoccupied orbital energy   -0.1780 hartree
E_tot   -30571.200 eV
Charge   0
Gap between HOMO and LUMO   0.1120 Ha


The following is a quantum chemistry calculation of 4 unconnected molecules or ions with the total composition C3H13NO3, from the OMol25 dataset.

```
20
Properties=species:S:1:pos:R:3:mulliken_charge:R:1
C 2.799 2.291 2.457 -0.693
C 2.221 1.592 1.488 -0.297
C 0.716 1.446 1.354 -0.119
N 0.309 1.867 -0.001 -0.610
H 3.799 2.701 2.345 0.237
H 2.369 2.565 3.417 0.246
H 2.766 1.551 0.546 0.336
H 0.613 0.343 1.395 0.119
H 0.105 1.870 2.144 0.318
H 0.996 2.547 -0.299 0.226
H -0.523 2.438 0.040 0.241
O -0.740 -5.332 -2.576 -0.639
H -0.821 -4.421 -2.254 0.362
H 0.166 -5.595 -2.383 0.304
O -3.651 0.255 -1.557 -0.623
H -4.401 0.791 -1.818 0.309
H -2.915 0.783 -1.844 0.318
O -1.055 -2.780 -1.060 -0.676
H -1.836 -2.278 -1.284 0.327
H -0.915 -2.634 -0.108 0.313
```

Summary:
Lowest unoccupied orbital energy   0.0199 hartree
E_tot   -10953.114 eV
SMILES   C=CCN.O.O.O
Charge   0
Gap between HOMO and LUMO   0.3743 Ha


The following is a quantum chemistry calculation of 4 unconnected molecules or ions with the total composition C3H13NO3, from the OMol25 dataset.

```
20
Properties=species:S:1:pos:R:3:mulliken_charge:R:1
C 0.358 0.482 0.967 -0.467
C 0.224 -0.165 -0.278 -0.190
C -1.263 -0.647 -0.518 -0.541
N -2.146 0.433 -0.528 -0.500
H 1.351 0.906 1.241 0.095
H -0.423 0.456 1.737 0.272
H 0.742 0.038 -1.293 0.250
H -1.003 -1.050 -1.574 0.256
H -1.418 -1.437 0.144 0.339
H -2.453 0.597 -1.571 0.256
H -2.842 0.177 0.119 0.241
O -2.524 -4.491 0.495 -0.644
H -1.773 -4.590 1.185 0.326
H -2.687 -5.440 0.272 0.318
O 4.398 2.341 2.904 -0.653
H 3.689 1.669 2.539 0.338
H 4.948 2.342 2.131 0.311
O 0.539 2.157 -2.980 -0.660
H 1.450 2.463 -3.323 0.319
H 0.223 2.757 -2.287 0.333
```

Summary:
Lowest unoccupied orbital energy   0.0238 hartree
E_tot   -10951.317 eV
SMILES   C=CCN.O.O.O
Charge   0
Gap between HOMO and LUMO   0.3389 Ha


The following is a quantum chemistry calculation of 4 unconnected molecules or ions with the total composition C3H13NO3, from the OMol25 dataset.

```
20
Properties=species:S:1:pos:R:3:mulliken_charge:R:1
C -0.172 0.210 1.534 -0.530
C -0.348 0.346 0.203 0.029
C -1.004 1.623 -0.321 -1.211
N -0.258 -0.615 -0.781 -0.401
H 0.685 -0.264 1.992 0.268
H -0.675 0.911 2.186 0.251
H -1.549 2.181 0.426 0.376
H -0.247 2.213 -0.821 0.307
H -1.732 1.322 -1.086 0.373
H 0.118 -0.244 -1.648 0.286
H 0.294 -1.449 -0.572 0.253
O 2.165 -2.131 -0.590 -0.676
H 2.601 -1.285 -0.392 0.348
H 2.333 -2.696 0.169 0.325
O 2.708 0.679 -0.196 -0.670
H 3.218 1.330 -0.686 0.292
H 1.807 1.034 -0.129 0.370
O -3.639 -0.956 0.019 -0.664
H -3.393 -1.815 0.384 0.321
H -2.911 -0.393 0.309 0.353
```

Summary:
Lowest unoccupied orbital energy   0.0161 hartree
E_tot   -10953.731 eV
SMILES   C=C(C)N.O.O.O
Charge   0
Gap between HOMO and LUMO   0.3243 Ha


The following is a quantum chemistry calculation of 3 unconnected molecules or ions with the total composition C3H13NO3, from the OMol25 dataset.

```
20
Properties=species:S:1:pos:R:3:mulliken_charge:R:1
C -0.401 -1.465 1.946 -0.991
N -0.546 -1.080 0.510 -0.130
C 0.536 -1.359 -0.242 -0.479
C 0.191 -0.979 -1.728 -0.606
O -0.034 0.456 -1.767 -0.497
H 0.367 -0.805 2.487 0.199
H -0.049 -2.483 2.016 0.346
H -1.363 -1.350 2.498 0.317
H -1.486 -1.272 0.203 0.308
H 1.439 -1.009 0.168 0.285
H 0.636 -2.567 -0.343 0.268
H 1.052 -1.234 -2.212 0.438
H -0.627 -1.504 -2.206 0.255
H -0.632 0.675 -0.976 0.282
O 2.138 1.655 0.612 -0.581
H 2.744 0.976 0.418 0.277
H 2.104 1.581 1.539 0.300
O -1.998 2.320 0.164 -0.670
H -1.947 1.295 0.184 0.340
H -1.211 2.629 0.726 0.340
```

Summary:
Lowest unoccupied orbital energy   0.0190 hartree
E_tot   -10952.484 eV
SMILES   CNCCO.O.O
Charge   0
Gap between HOMO and LUMO   0.3494 Ha


The following is a quantum chemistry calculation of 4 unconnected molecules or ions with the total composition C3H13NO3, from the OMol25 dataset.

```
20
Properties=species:S:1:pos:R:3:mulliken_spin:R:1
C 0.266 2.987 -1.087 0.042
C 0.823 1.594 -1.393 0.061
C 0.794 -0.584 -0.256 -0.033
N 0.397 0.561 -0.507 0.774
H -0.788 2.907 -0.820 -0.004
H 0.353 3.653 -1.933 -0.001
H 0.795 3.503 -0.283 -0.001
H 0.661 1.299 -2.427 -0.005
H 1.922 1.727 -1.377 0.049
H 1.753 -0.896 -0.689 0.068
H 0.135 -1.311 0.227 0.043
H -1.452 -1.301 -3.228 0.000
H -2.211 -2.577 -3.326 0.000
O -1.429 -2.211 -2.900 0.000
H -1.035 1.316 2.673 -0.001
H -0.714 0.398 1.540 -0.001
O -0.610 0.467 2.498 0.008
H 0.326 -1.407 3.199 0.000
H -0.371 -2.771 3.424 0.000
O 0.435 -2.357 3.112 0.002
```

Summary:
Lowest unoccupied orbital energy (spin up / spin down)   -0.1919 / -0.3222 hartree
E_tot   -10944.324 eV
⟨S²⟩   0.7590
Charge   +1
Gap between HOMO and LUMO (spin up / spin down)   0.3274 / 0.1968 Ha
2S+1   2


The following is a quantum chemistry calculation of 4 unconnected molecules or ions with the total composition C3H13NO4S, from the OMol25 dataset.

```
22
Properties=species:S:1:pos:R:3:mulliken_charge:R:1
C 1.224 -2.086 -0.290 -0.480
C 1.174 -1.854 -1.792 -0.629
S 0.807 -3.479 -2.486 -0.742
N 1.131 -0.858 0.540 -0.432
C -0.203 -0.690 1.166 -0.241
O -0.761 0.541 0.649 -0.467
H 0.443 -2.796 -0.176 0.352
H 2.298 -2.417 0.155 0.177
H 2.087 -1.600 -2.364 0.164
H 0.426 -1.142 -1.802 0.301
H 1.208 0.023 -0.126 0.292
H -0.307 -0.809 2.236 0.280
H -1.021 -1.440 0.810 0.187
H -3.082 2.196 0.647 0.273
H -2.403 2.815 1.889 0.422
O -3.430 2.408 1.576 -0.790
H -0.905 2.385 2.226 0.264
H -0.346 1.328 0.963 0.232
O -0.904 3.236 1.883 -1.083
H 0.377 3.611 1.095 0.397
H 0.488 4.143 -0.397 0.257
O 0.939 4.206 0.434 -0.735
```

Summary:
Lowest unoccupied orbital energy   0.2105 hartree
E_tot   -23834.828 eV
Charge   -2
Gap between HOMO and LUMO   0.2276 Ha


The following is a quantum chemistry calculation of 3 unconnected molecules or ions with the total composition C3H14N2O, from the OMol25 dataset.

```
20
Properties=species:S:1:pos:R:3:mulliken_charge:R:1
C 0.888 -0.951 -1.049 -0.889
C 0.387 0.523 -1.104 -0.330
C -0.839 0.497 -0.135 -0.360
N -1.614 2.417 -0.191 -0.711
N 1.561 -1.248 0.232 -0.305
H 0.053 -1.595 -1.313 0.427
H 1.600 -1.198 -1.900 0.395
H 1.246 1.180 -0.955 0.356
H -0.290 0.733 -2.085 0.348
H -0.815 0.654 0.946 0.380
H -1.780 0.105 -0.606 0.379
H -2.260 2.774 0.498 0.326
H -2.028 2.641 -1.101 0.362
H -0.885 3.192 -0.340 0.364
H 2.014 -2.155 0.129 0.380
H 2.192 -0.412 0.323 0.365
H 0.819 -1.412 1.205 0.381
H 0.603 -1.956 3.007 0.386
H -0.851 -2.160 2.135 0.397
O -0.001 -1.628 2.304 -0.651
```

Summary:
Lowest unoccupied orbital energy   -0.3178 hartree
E_tot   -8346.782 eV
Charge   +2
Gap between HOMO and LUMO   0.4271 Ha


The following is a quantum chemistry calculation of 3 unconnected molecules or ions with the total composition C3H14N2O2, from the OMol25 dataset.

```
21
Properties=species:S:1:pos:R:3:mulliken_charge:R:1
N -4.252 1.104 -0.409 -0.445
C -3.068 0.419 -0.692 -0.498
C -1.880 1.062 0.028 -0.564
C -0.648 0.398 -0.600 -0.600
N 0.623 1.077 0.089 -0.588
H -4.947 1.063 -1.075 0.169
H -4.570 1.052 0.528 0.161
H -3.031 -0.669 -0.398 0.218
H -2.815 0.609 -1.745 0.375
H -2.022 0.691 0.977 0.342
H -1.946 2.113 -0.157 0.331
H -0.718 -0.659 -0.407 0.270
H -0.443 0.647 -1.662 0.406
H 1.532 1.009 -0.511 0.235
H 0.888 0.585 0.951 0.192
O 5.206 -5.418 -0.317 -0.624
H 4.832 -5.062 0.617 0.328
H 4.383 -5.805 -0.467 0.296
O 4.558 1.739 1.634 -0.629
H 3.693 1.453 1.578 0.311
H 4.626 2.593 2.039 0.316
```

Summary:
Lowest unoccupied orbital energy   0.0272 hartree
E_tot   -10411.398 eV
SMILES   NCCCN.O.O
Charge   0
Gap between HOMO and LUMO   0.3538 Ha


The following is a quantum chemistry calculation of 3 unconnected molecules or ions with the total composition C3H14N2O2, from the OMol25 dataset.

```
21
Properties=species:S:1:pos:R:3:mulliken_charge:R:1
C -0.604 -1.767 -0.910 -1.341
C -0.089 -0.398 -0.397 0.415
N 0.244 0.592 -1.429 -0.600
C 1.117 -0.597 0.499 -0.801
N 1.524 0.674 1.099 -0.607
H -1.489 -2.043 -0.325 0.310
H -0.955 -1.737 -1.938 0.377
H 0.169 -2.503 -0.704 0.329
H -0.905 0.064 0.162 0.311
H 1.111 0.317 -1.885 0.186
H -0.478 0.753 -2.115 0.259
H 1.914 -1.039 -0.112 0.373
H 0.801 -1.278 1.289 0.307
H 1.214 1.446 0.513 0.272
H 2.529 0.753 1.247 0.171
O -2.597 1.935 -2.358 -0.662
H -2.253 2.673 -1.846 0.330
H -3.045 1.346 -1.745 0.319
O 0.436 -0.076 3.724 -0.689
H 0.825 0.230 2.888 0.446
H 0.532 0.655 4.343 0.294
```

Summary:
Lowest unoccupied orbital energy   0.0289 hartree
E_tot   -10413.342 eV
SMILES   C[C@H](N)CN.O.O
Charge   0
Gap between HOMO and LUMO   0.3699 Ha